No. 1
Computed, not measured: a molecular structure, C31H38I2N2P2PtSi2, with ωB97M-V/def2-TZVPD.

The geometry in ORCA input format:
```
! wB97M-V def2-TZVPD RIJCOSX def2/J DEFGRID3
* xyz 0 1
Pt 1.164 -1.403 0.233
C 3.788 -1.328 3.095
Si 2.146 -0.532 3.480
C 2.446 1.103 4.345
C 1.121 -1.643 4.580
N 1.340 -0.238 1.974
P 0.029 0.619 1.533
C -0.508 -0.318 0.195
P -0.530 -0.349 -1.524
N 0.639 -1.445 -1.802
Si 0.936 -2.614 -3.047
C 2.686 -3.224 -2.846
C -0.272 -4.036 -2.926
C 0.765 -1.787 -4.720
C -0.212 1.236 -2.323
C 1.079 1.528 -2.753
C 1.370 2.780 -3.274
C 0.377 3.745 -3.358
C -0.910 3.461 -2.920
C -1.206 2.209 -2.404
C -2.128 -0.904 -2.163
C -2.543 -0.622 -3.462
C -3.702 -1.198 -3.964
C -4.448 -2.058 -3.171
C -4.040 -2.340 -1.874
C -2.884 -1.766 -1.371
C -1.206 0.668 2.853
C -1.212 1.667 3.823
C -2.077 1.583 4.905
C -2.938 0.501 5.022
C -2.940 -0.495 4.055
C -2.077 -0.413 2.974
C 0.404 2.342 1.158
C 1.718 2.702 0.872
C 2.012 3.998 0.478
C 0.996 4.936 0.363
C -0.317 4.580 0.640
C -0.614 3.285 1.035
H 4.355 -1.509 4.011
H 4.387 -0.681 2.449
H 3.659 -2.285 2.587
H 2.953 0.940 5.300
H 1.513 1.628 4.558
H 3.075 1.760 3.740
H 1.703 -2.023 5.423
H 0.755 -2.501 4.011
H 0.254 -1.110 4.980
H 2.831 -3.713 -1.880
H 3.394 -2.394 -2.913
H 2.937 -3.948 -3.625
H -0.341 -4.383 -1.892
H 0.039 -4.882 -3.544
H -1.272 -3.732 -3.247
H 1.488 -0.976 -4.835
H -0.235 -1.374 -4.869
H 0.942 -2.510 -5.521
H 1.847 0.767 -2.673
H 2.374 3.003 -3.612
H 0.605 4.722 -3.764
H -1.684 4.215 -2.982
H -2.212 1.989 -2.064
H -1.965 0.051 -4.085
H -4.020 -0.974 -4.974
H -5.350 -2.508 -3.565
H -4.622 -3.011 -1.256
H -2.550 -1.977 -0.362
H -0.544 2.516 3.735
H -2.077 2.363 5.656
H -3.611 0.436 5.868
H -3.612 -1.339 4.146
H -2.064 -1.183 2.211
H 2.500 1.956 0.958
H 3.035 4.277 0.260
H 1.226 5.949 0.055
H -1.110 5.311 0.547
H -1.640 3.009 1.252
I 1.535 -3.977 0.983
I 3.247 -6.132 1.221
*
```

The HOMO energy (alpha / beta) comes out at -7.23 / -7.22 eV.

Mulliken atomic charge list, values in e, 4 entries: Pt 0.7245; C -0.9306; Si -0.3051; C -0.9594



No. 2
Computed, not measured: a molecular structure, C31H38IrNO2 in a non-equilibrium geometry, with ωB97M-V/def2-TZVPD.

The geometry in ORCA input format:
```
! wB97M-V def2-TZVPD RIJCOSX def2/J DEFGRID3
* xyz 0 5
O 2.039 -4.251 -1.441
C 1.395 -5.325 -0.642
C 2.145 -6.469 -1.303
H 0.301 -5.370 -0.761
H 1.690 -5.229 0.409
C 2.745 -5.327 -2.141
H 1.535 -7.194 -1.848
H 2.826 -6.943 -0.583
C 2.346 -5.344 -3.605
H 1.260 -5.407 -3.733
H 2.835 -6.169 -4.142
H 2.680 -4.406 -4.066
C 4.247 -5.253 -1.983
H 4.530 -5.243 -0.929
H 4.628 -4.347 -2.453
H 4.711 -6.127 -2.457
Ir 1.481 1.684 -0.332
C 2.225 2.897 1.360
C 1.002 2.260 1.754
C 1.187 0.836 1.702
H 0.080 2.766 2.026
C 2.520 0.584 1.205
C 3.161 1.864 0.994
H 4.178 2.024 0.645
H 2.385 3.974 1.322
H 0.431 0.096 1.948
H 2.939 -0.399 1.001
C 0.688 3.322 -1.573
C 1.863 2.705 -2.146
C 1.516 1.338 -2.473
H 2.820 3.195 -2.302
C 0.135 1.130 -2.105
C -0.370 2.358 -1.580
H -1.386 2.537 -1.224
H 0.601 4.349 -1.223
H 2.167 0.599 -2.935
H -0.437 0.205 -2.200
O -1.481 -2.353 -0.321
C -0.053 -2.280 -0.470
C 0.660 -2.796 0.798
H 0.245 -1.238 -0.672
H 0.276 -2.907 -1.320
C -0.393 -3.692 1.430
H 0.982 -2.029 1.492
H 1.560 -3.325 0.486
C -1.724 -3.212 0.818
H -0.444 -3.576 2.503
H -0.200 -4.740 1.195
H -2.267 -2.625 1.594
H -2.365 -4.036 0.451
C -4.205 0.658 3.035
C -3.220 0.198 2.155
C -2.423 1.097 1.460
C -2.586 2.503 1.630
C -3.614 2.948 2.509
C -4.413 2.039 3.194
N -1.709 3.345 1.011
C -2.001 4.632 0.682
C -3.305 5.035 0.275
C -3.537 6.321 -0.191
C -2.478 7.238 -0.263
C -1.199 6.891 0.216
C -0.964 5.615 0.699
H -4.822 -0.043 3.599
H -3.064 -0.870 2.002
H -1.667 0.737 0.754
H -3.758 4.024 2.625
H -5.199 2.421 3.856
H -4.112 4.307 0.372
H -4.552 6.600 -0.483
H -2.666 8.234 -0.670
H -0.392 7.627 0.220
H -0.006 5.333 1.142
*
```

The HOMO energy (alpha / beta) comes out at -4.21 / -8.18 eV. The expectation value of S² is 6.06.

Mulliken atomic charge list, values in e, 4 entries: O -0.4189; C -0.3008; C -1.0171; H 0.1850



No. 3
Computed, not measured: a molecular structure, C31H38N3OP2PdSSi2, with ωB97M-V/def2-TZVPD.

The geometry in ORCA input format:
```
! wB97M-V def2-TZVPD RIJCOSX def2/J DEFGRID3
* xyz 1 1
Pd -1.242 -1.410 -0.173
C -2.608 2.725 -2.236
Si -2.953 0.930 -1.806
C -2.930 -0.101 -3.355
C -4.556 0.819 -0.854
N -1.564 0.448 -0.792
P -0.939 1.175 0.546
C -0.118 -0.219 1.221
P 1.363 -0.829 0.553
N 0.667 -1.311 -0.843
Si 0.884 -2.821 -1.765
C 2.701 -2.900 -2.205
C -0.192 -2.700 -3.280
C 0.348 -4.263 -0.688
C 2.783 0.221 0.287
C 3.178 0.557 -1.004
C 4.280 1.375 -1.192
C 4.964 1.878 -0.093
C 4.560 1.555 1.197
C 3.475 0.716 1.392
C 1.909 -2.184 1.599
C 3.218 -2.662 1.524
C 3.578 -3.800 2.225
C 2.635 -4.462 3.003
C 1.336 -3.981 3.092
C 0.969 -2.841 2.394
C -2.238 1.674 1.684
C -2.801 2.949 1.639
C -3.916 3.235 2.410
C -4.476 2.253 3.217
C -3.918 0.982 3.262
C -2.799 0.691 2.499
C 0.057 2.607 0.155
C 0.633 2.704 -1.110
C 1.487 3.755 -1.394
C 1.783 4.693 -0.414
C 1.226 4.584 0.854
C 0.359 3.542 1.142
H -3.451 3.094 -2.826
H -1.707 2.841 -2.840
H -2.523 3.374 -1.362
H -3.740 0.238 -4.006
H -3.096 -1.155 -3.138
H -1.992 0.013 -3.900
H -5.397 0.910 -1.547
H -4.639 1.623 -0.119
H -4.659 -0.134 -0.339
H 2.949 -2.182 -2.989
H 2.926 -3.899 -2.589
H 3.357 -2.723 -1.353
H 0.161 -1.927 -3.964
H -1.228 -2.481 -3.019
H -0.183 -3.653 -3.816
H 1.107 -4.528 0.050
H 0.163 -5.137 -1.317
H -0.584 -4.075 -0.140
H 2.623 0.174 -1.852
H 4.602 1.625 -2.194
H 5.821 2.522 -0.241
H 5.098 1.948 2.048
H 3.173 0.441 2.396
H 3.955 -2.140 0.924
H 4.593 -4.170 2.169
H 2.919 -5.350 3.551
H 0.607 -4.491 3.707
H -0.040 -2.453 2.467
H -2.375 3.716 1.005
H -4.352 4.225 2.379
H -5.348 2.480 3.816
H -4.351 0.219 3.895
H -2.351 -0.296 2.534
H 0.400 1.957 -1.860
H 1.926 3.843 -2.379
H 2.452 5.514 -0.638
H 1.462 5.314 1.617
H -0.079 3.458 2.129
O -2.703 -2.989 1.537
S -3.555 -3.068 0.334
N -3.087 -2.258 -0.823
*
```

The HOMO energy (alpha / beta) comes out at -11.53 / -11.53 eV.

Mulliken atomic charge list, values in e, 4 entries: Pd -0.7679; C -1.0112; Si -0.2113; C -1.0016



Calculated total energy across the listed records, respectively: -89529.0340; -41178.7500; -87924.5323 eV.